# 1
Computed, not measured: a 6-piece molecular cluster, C66H148N3O3P3 overall, with ωB97M-V/def2-TZVPD.

Properties
Total charge: +4
Multiplicity: 1

Positions of all 223 atoms, in Å:
C: 21.2443 -8.6373 2.6830
C: 20.1647 -8.2831 3.6919
C: 18.9047 -9.1834 3.6205
C: 18.0092 -8.8970 2.4173
P: 17.5678 -10.4144 1.5072
C: 16.2586 -10.0618 0.2979
C: 15.1064 -9.1458 0.6678
C: 14.0994 -9.7267 1.6445
C: 12.7024 -9.0895 1.5961
C: 16.8887 -11.6630 2.6603
C: 16.6978 -13.0957 2.1284
C: 15.2145 -13.5433 2.0969
C: 14.7204 -13.7871 3.5296
C: 19.0893 -10.9937 0.7271
C: 19.5891 -10.0572 -0.4129
C: 21.0205 -10.4421 -0.7902
C: 21.6798 -9.6230 -1.9142
H: 20.8182 -8.7169 1.6783
H: 21.7292 -9.6081 2.8291
H: 22.0941 -7.9529 2.6755
H: 19.7873 -7.2736 3.5209
H: 20.5142 -8.2605 4.7236
H: 18.3656 -8.9387 4.5351
H: 19.1878 -10.2376 3.6596
H: 18.4603 -8.2860 1.6272
H: 17.1112 -8.3785 2.7556
H: 15.9008 -10.9738 -0.1867
H: 16.8631 -9.5403 -0.4607
H: 14.5633 -9.0045 -0.2718
H: 15.4388 -8.1679 1.0166
H: 14.4808 -9.6552 2.6688
H: 14.0151 -10.8074 1.4792
H: 11.9817 -9.6182 2.2194
H: 12.2819 -9.1434 0.5875
H: 12.7570 -8.0547 1.9287
H: 15.9452 -11.2135 2.9772
H: 17.5191 -11.5967 3.5493
H: 17.1879 -13.8113 2.7886
H: 17.1082 -13.2849 1.1327
H: 15.1246 -14.3917 1.4171
H: 14.6343 -12.7621 1.5915
H: 15.4327 -14.4859 3.9671
H: 13.7896 -14.3638 3.5328
H: 14.4586 -12.8860 4.0778
H: 18.9384 -11.9736 0.2730
H: 19.8212 -11.0557 1.5343
H: 19.6512 -9.0258 -0.0532
H: 18.9367 -10.0467 -1.2872
H: 21.0379 -11.5038 -1.0597
H: 21.6179 -10.3416 0.1198
H: 21.7201 -8.5938 -1.5469
H: 21.0772 -9.6833 -2.8197
H: 22.7015 -9.9174 -2.1400
C: 19.2339 0.9442 -5.3213
C: 18.3944 -0.1554 -5.9772
C: 18.9942 -1.5535 -5.8656
C: 17.9663 -2.6626 -6.1736
P: 17.2367 -3.5522 -4.8083
C: 15.5159 -4.0821 -5.2599
C: 15.2755 -5.5846 -5.1142
C: 14.1468 -6.0954 -6.0455
C: 12.7681 -5.5610 -5.6710
C: 18.2391 -5.0333 -4.5190
C: 19.6284 -4.6913 -3.9586
C: 20.6147 -5.8537 -4.1708
C: 21.9470 -5.5762 -3.4595
C: 17.1355 -2.4880 -3.3111
C: 16.2835 -3.0647 -2.1877
C: 16.1874 -2.1066 -0.9867
C: 15.3478 -2.7550 0.1022
H: 18.9992 1.9368 -5.6866
H: 20.2914 0.7671 -5.5725
H: 19.3667 0.8239 -4.2397
H: 18.4034 0.2005 -7.0120
H: 17.3479 -0.1299 -5.6629
H: 19.5128 -1.6781 -4.9092
H: 19.8214 -1.6887 -6.5660
H: 18.4433 -3.4396 -6.7728
H: 17.1263 -2.1663 -6.6642
H: 15.3423 -3.7944 -6.2995
H: 14.8728 -3.4974 -4.6040
H: 15.0100 -5.7607 -4.0683
H: 16.1305 -6.2117 -5.3679
H: 14.2689 -7.1812 -6.0178
H: 14.3667 -5.7939 -7.0736
H: 12.6783 -4.4809 -5.7384
H: 12.4212 -5.9235 -4.7010
H: 12.0735 -6.0288 -6.3750
H: 18.3666 -5.4697 -5.5137
H: 17.6974 -5.6753 -3.8247
H: 19.5583 -4.6772 -2.8683
H: 20.0550 -3.7867 -4.3896
H: 20.8271 -6.1446 -5.2040
H: 20.1320 -6.7340 -3.7300
H: 22.5799 -6.4588 -3.4204
H: 21.7459 -5.3144 -2.4120
H: 22.4004 -4.6709 -3.8650
H: 16.7274 -1.5758 -3.7545
H: 18.1885 -2.3816 -3.0412
H: 16.6812 -4.0021 -1.7886
H: 15.2573 -3.2748 -2.5012
H: 15.8339 -1.1213 -1.2914
H: 17.2141 -1.9684 -0.6287
H: 15.4074 -2.2041 1.0394
H: 15.6346 -3.7913 0.3058
H: 14.3007 -2.8683 -0.1903
C: 25.0633 -6.9229 1.2898
C: 25.0877 -6.0358 2.5319
C: 24.0414 -4.9125 2.4793
C: 24.2847 -3.8870 1.3787
P: 22.9006 -2.6895 1.0768
C: 22.9229 -2.3403 -0.7400
C: 21.7174 -1.5698 -1.3166
C: 21.5096 -1.5776 -2.8531
C: 22.7948 -1.2992 -3.6095
C: 21.3469 -3.5074 1.5857
C: 21.0246 -4.7238 0.7363
C: 19.7351 -5.4580 1.1781
C: 18.4990 -4.5819 1.1653
C: 23.0703 -1.2601 2.2010
C: 23.4869 -1.6179 3.6175
C: 23.5207 -0.3452 4.4779
C: 23.6122 -0.5693 6.0105
H: 25.6642 -7.8258 1.4055
H: 25.4854 -6.4784 0.3857
H: 24.0270 -7.2164 1.0964
H: 26.0527 -5.5456 2.6900
H: 24.9571 -6.6580 3.4174
H: 24.1019 -4.3844 3.4364
H: 23.0641 -5.3980 2.5077
H: 24.3760 -4.4115 0.4241
H: 25.1382 -3.2413 1.5845
H: 22.9128 -3.2948 -1.2730
H: 23.8810 -1.8305 -0.8519
H: 21.7859 -0.5162 -1.0260
H: 20.7841 -1.9070 -0.8548
H: 20.6678 -0.8977 -2.9944
H: 21.0981 -2.5741 -3.0539
H: 22.7552 -1.4196 -4.6952
H: 23.5721 -1.9646 -3.2383
H: 23.0534 -0.2398 -3.5434
H: 20.5999 -2.7158 1.6255
H: 21.6345 -3.8314 2.5900
H: 21.8261 -5.4627 0.7460
H: 20.8275 -4.4562 -0.3071
H: 19.8667 -5.9554 2.1365
H: 19.6227 -6.2242 0.4012
H: 17.5422 -5.0980 1.1528
H: 18.4921 -3.9367 0.2763
H: 18.5563 -3.8540 1.9795
H: 22.1080 -0.7468 2.1145
H: 23.7883 -0.5733 1.7428
H: 24.5059 -2.0156 3.6363
H: 22.8840 -2.3776 4.1187
H: 22.6195 0.2488 4.2845
H: 24.3007 0.3497 4.1576
H: 24.5405 -1.1106 6.1865
H: 22.7391 -1.1338 6.3318
H: 23.6257 0.3883 6.5215
C: 10.3563 -14.0302 0.7511
C: 11.7178 -13.3458 0.9136
C: 12.3169 -12.9782 -0.4496
C: 11.3993 -11.9631 -1.1793
N: 11.9261 -11.5346 -2.5342
C: 10.9698 -10.4713 -3.1180
C: 11.8694 -9.6696 -4.0911
C: 13.3085 -9.8572 -3.5856
C: 13.2275 -10.7982 -2.3933
C: 12.0050 -12.7336 -3.4335
H: 10.4812 -14.9213 0.1303
H: 9.5694 -13.4382 0.2876
H: 10.0016 -14.3445 1.7310
H: 12.4439 -13.9457 1.4592
H: 11.5708 -12.4435 1.5183
H: 12.3889 -13.8967 -1.0354
H: 13.3237 -12.5516 -0.4333
H: 11.2333 -11.1219 -0.5076
H: 10.4347 -12.4132 -1.4064
H: 10.1841 -11.0044 -3.6406
H: 10.7194 -9.8623 -2.2562
H: 11.7815 -9.9660 -5.1366
H: 11.5755 -8.6212 -4.1562
H: 13.9107 -10.2482 -4.4045
H: 13.7869 -8.9451 -3.2254
H: 14.0585 -11.4944 -2.4972
H: 13.2394 -10.2372 -1.4641
H: 12.4360 -12.4534 -4.3925
H: 10.9643 -13.0240 -3.5490
H: 12.6221 -13.5042 -2.9881
C: 17.9722 -11.8384 -9.8380
C: 18.4090 -10.4039 -9.4942
C: 17.8267 -9.9203 -8.1680
C: 18.6119 -10.4687 -6.9650
N: 18.1099 -9.9578 -5.6018
C: 18.9772 -10.5918 -4.5418
C: 18.2243 -11.8036 -4.0039
C: 16.7794 -11.3898 -4.1889
C: 16.6685 -10.4199 -5.3359
C: 18.2765 -8.4716 -5.4972
H: 18.4855 -12.3590 -10.6419
H: 16.9369 -11.7191 -10.1715
H: 18.0141 -12.4850 -8.9597
H: 18.0402 -9.6969 -10.2367
H: 19.5001 -10.3873 -9.5603
H: 16.7723 -10.1594 -8.0227
H: 17.8817 -8.8283 -8.1982
H: 19.6652 -10.2091 -6.9590
H: 18.3769 -11.5327 -6.9661
H: 19.0196 -9.9134 -3.6835
H: 20.0074 -10.7902 -4.8248
H: 18.4887 -12.1152 -3.0009
H: 18.3587 -12.6062 -4.7372
H: 16.3502 -10.9421 -3.2834
H: 16.0697 -12.1990 -4.3819
H: 15.9656 -9.6101 -5.1656
H: 16.3649 -10.9876 -6.2127
H: 17.9571 -8.2769 -4.4722
H: 17.5810 -8.0368 -6.2139
H: 19.2868 -8.1836 -5.7732
N: 16.8308 -7.3645 -1.8487
O: 18.0866 -7.4742 -1.9685
O: 16.3504 -6.6378 -0.9707
O: 16.1009 -8.0715 -2.5902

Atom charges from the Löwdin analysis, given in e for atoms 1 to 2: -0.087 -0.230

# 2
Computed, not measured: a 14-piece molecular cluster, C66H157F9N12O28 overall, with ωB97M-V/def2-TZVPD.

Properties
Total charge: +4
Multiplicity: 1

Positions of all 272 atoms, in Å:
C: 2.4665 7.8413 -7.2064
O: 1.6365 7.0615 -6.2822
C: 0.9966 7.9600 -5.3551
C: 1.3053 7.4249 -3.9486
N: 0.4278 6.3593 -3.5288
H: 0.9882 6.4497 -2.0725
H: -0.4949 6.6597 -3.8931
C: 0.6311 4.9945 -4.0497
C: -0.1317 4.1367 -3.0823
O: 0.6383 3.8511 -1.8855
C: 0.6210 2.4535 -1.5998
H: 3.4730 8.1741 -6.7076
H: 1.8503 8.6810 -7.6266
H: 2.7571 7.1583 -8.0260
H: -0.0815 8.0148 -5.5804
H: 1.4597 8.9354 -5.4067
H: 1.0854 8.1838 -3.1540
H: 2.3979 7.1179 -3.7797
H: 1.6459 4.7131 -3.9827
H: 0.3680 4.8739 -5.1274
H: -0.3195 3.1687 -3.6175
H: -1.0710 4.5800 -2.7930
H: -0.1173 2.2639 -0.7440
H: 1.5866 2.1035 -1.3579
H: 0.3398 1.9436 -2.5123
C: 10.7887 1.3901 10.8653
O: 9.9232 0.2807 10.8100
C: 10.6055 -0.8575 10.3256
C: 9.5180 -1.8806 10.0391
N: 8.6144 -2.0061 11.2605
H: 9.3109 -2.1461 12.0358
H: 8.1147 -1.1627 11.3350
C: 7.7123 -3.2008 11.3024
C: 6.5685 -3.0667 10.3206
O: 5.9322 -1.8442 10.4864
C: 4.6363 -1.8107 9.7727
H: 10.2274 2.2598 11.2048
H: 11.2353 1.5329 9.9056
H: 11.6399 1.1675 11.5582
H: 11.4236 -1.1553 10.9978
H: 11.1014 -0.6314 9.4064
H: 9.8893 -2.9376 9.9396
H: 8.9421 -1.6669 9.1483
H: 7.2514 -3.1958 12.2800
H: 8.2097 -4.0987 10.9942
H: 5.8717 -3.9111 10.5957
H: 6.9504 -3.1981 9.2923
H: 4.7829 -2.0484 8.7291
H: 4.1429 -0.8107 9.9015
H: 3.9612 -2.5690 10.1763
C: -10.8164 0.4382 -4.2251
O: -9.6636 -0.2664 -3.6854
C: -10.0416 -1.0898 -2.5842
C: -8.8180 -1.8630 -2.0455
N: -7.6983 -0.9711 -2.0411
H: -7.8737 -0.2764 -2.7171
H: -7.4518 -0.1351 -0.4234
C: -6.4414 -1.6005 -2.3656
C: -5.5236 -0.5471 -2.9757
O: -6.1807 0.2217 -3.9512
C: -6.7137 -0.5986 -5.0293
H: -10.3764 1.3337 -4.6539
H: -11.5515 0.6892 -3.4319
H: -11.4346 -0.1536 -4.9042
H: -10.7235 -1.8382 -2.9481
H: -10.5856 -0.5627 -1.7694
H: -8.5444 -2.6528 -2.7741
H: -9.0748 -2.3734 -1.0811
H: -6.5267 -2.3872 -3.1333
H: -5.8914 -1.9699 -1.5143
H: -4.6729 -1.0982 -3.2900
H: -5.1359 0.1618 -2.2030
H: -7.7535 -0.8757 -4.8178
H: -6.0986 -1.4615 -5.2833
H: -6.7428 0.0794 -5.9010
C: 1.8218 -1.3687 -3.6452
O: 0.8447 -0.7249 -4.4551
C: 1.2672 -0.0293 -5.6126
C: 0.0516 -0.0528 -6.5455
N: -0.7650 -1.2286 -6.3170
H: -0.0918 -2.0178 -6.1309
H: -1.3797 -1.1260 -5.3524
C: -1.5453 -1.5930 -7.5285
C: -2.3309 -2.8792 -7.3023
O: -1.3938 -3.9021 -7.1780
C: -1.8725 -5.1897 -7.7019
H: 2.2338 -0.6074 -3.0210
H: 2.5946 -1.7575 -4.3382
H: 1.2984 -2.1202 -3.0508
H: 2.1512 -0.4753 -6.0893
H: 1.4244 1.0440 -5.3297
H: 0.2767 0.0000 -7.6562
H: -0.5508 0.8171 -6.4154
H: -0.7601 -1.7016 -8.3776
H: -2.2687 -0.7957 -7.7190
H: -3.0161 -2.9997 -8.1219
H: -2.9963 -2.7823 -6.4299
H: -1.5377 -5.4137 -8.7593
H: -2.9141 -5.1908 -7.6818
H: -1.4762 -5.9851 -7.0807
C: 7.6221 -11.0707 -10.8339
O: 8.5079 -10.8298 -9.8017
C: 9.8710 -11.2023 -9.8346
C: 10.7025 -10.1052 -9.0665
N: 10.4260 -10.2322 -7.5618
H: 9.3925 -10.1094 -7.2955
H: 10.5864 -11.1783 -7.1813
C: 11.2037 -9.1156 -6.9934
C: 10.3252 -8.6929 -5.4288
O: 9.2788 -8.0808 -6.0374
C: 8.8249 -6.8288 -5.4474
H: 6.4318 -10.9016 -10.5552
H: 7.6683 -12.2144 -11.0494
H: 7.7052 -10.4196 -11.7436
H: 10.2300 -11.3641 -10.8245
H: 10.1347 -12.2129 -9.0459
H: 10.4827 -9.0317 -9.2929
H: 11.7569 -10.3165 -9.2709
H: 11.1128 -8.1991 -7.6244
H: 12.1231 -9.4144 -6.4436
H: 10.9043 -8.1298 -4.6826
H: 10.1764 -9.7218 -5.2260
H: 9.3350 -6.3637 -4.5859
H: 7.7291 -6.9824 -5.1854
H: 8.5963 -6.0055 -6.2872
C: 1.0485 -2.4825 0.5581
O: -0.2692 -2.9661 0.4140
C: -1.1561 -2.0426 1.0587
C: -1.7958 -1.1378 0.0148
N: -3.1689 -0.8587 0.2403
H: -3.5491 -0.4766 -0.6530
H: -3.9117 -2.2343 0.6788
C: -3.5672 0.0050 1.3104
C: -2.8310 1.3937 1.6906
O: -1.8020 1.1788 2.6226
C: -2.2103 1.0560 3.9265
H: 1.3793 -2.3784 1.5623
H: 1.1541 -1.4971 0.0484
H: 1.7283 -3.0801 0.0054
H: -0.6115 -1.4568 1.7965
H: -1.8998 -2.5345 1.7308
H: -1.6961 -1.5462 -0.9863
H: -1.2152 -0.1789 0.0064
H: -3.5513 -0.5518 2.2335
H: -4.6167 0.1356 1.0558
H: -3.5394 2.1608 2.1630
H: -2.4571 1.8335 0.8094
H: -2.7642 0.1221 4.0681
H: -2.8750 1.9016 4.0048
H: -1.3812 1.0850 4.5726
C: -3.6844 6.9104 -1.0087
O: -2.4220 7.3948 -0.5032
C: -1.8087 6.6026 0.4805
C: -1.0215 7.5477 1.3997
N: -0.0921 8.4195 0.5742
H: 0.3802 7.8692 -0.2488
H: -0.7043 9.1337 0.1569
C: 0.9777 8.9850 1.3963
C: 1.9249 9.8259 0.5082
O: 1.0835 10.6863 -0.3043
C: 0.9419 11.9891 0.2597
H: -3.6508 5.9190 -1.5286
H: -4.1527 7.6454 -1.6730
H: -4.3778 6.7707 -0.1592
H: -1.2010 5.8106 -0.0674
H: -2.6425 6.1002 1.0169
H: -0.4289 7.0821 2.1516
H: -1.7270 8.2531 1.8243
H: 1.6192 8.1709 1.8824
H: 0.5844 9.7076 2.1265
H: 2.5128 9.1718 -0.1335
H: 2.7115 10.4101 1.0867
H: 1.6070 12.7271 -0.2177
H: 1.0857 12.0239 1.3898
H: -0.1378 12.3079 0.1014
C: 2.9503 0.6029 12.1391
O: 2.2765 0.2599 10.9109
C: 1.8570 1.4808 10.2570
C: 1.2417 1.2283 8.8878
N: 2.2986 0.7403 7.9977
H: -3.9297 5.9420 5.3879
H: 3.2255 1.0504 8.3301
C: 1.9747 1.0939 6.6218
C: 1.4362 -0.0757 5.8275
O: 2.5318 -0.7848 5.3416
C: 2.3119 -2.2256 5.4162
H: 2.5827 -0.0878 12.8748
H: 2.8139 1.6033 12.5649
H: 4.0487 0.5180 12.1011
H: 2.7143 2.1027 10.1454
H: 1.1958 2.0439 10.9451
H: 0.7905 2.2036 8.5996
H: 0.4035 0.6033 8.8680
H: 2.8573 1.4503 6.0338
H: 1.1925 1.8631 6.6441
H: 0.9074 0.3058 4.9647
H: 0.8445 -0.6399 6.5301
H: 2.5633 -2.6445 6.3720
H: 2.9087 -2.6912 4.6173
H: 1.2979 -2.4536 5.2615
C: -3.8687 -3.9632 -3.4045
C: -2.6485 -3.7194 -2.5018
N: -2.1653 -4.9646 -1.7888
C: -1.4005 -5.9347 -2.4121
C: -1.2276 -6.8660 -1.4820
N: -1.8433 -6.4615 -0.3601
C: -2.4780 -5.3000 -0.5570
C: -1.9343 -7.1372 0.9947
H: -3.6012 -4.7221 -4.1590
H: -4.2458 -3.0674 -3.9032
H: -4.6972 -4.4618 -2.8162
H: -2.7842 -2.9226 -1.7841
H: -1.7838 -3.3829 -3.0823
H: -0.9712 -5.8494 -3.4217
H: -0.7154 -7.7884 -1.6925
H: -3.0401 -4.7720 0.2015
H: -1.0383 -6.9154 1.5866
H: -1.9719 -8.2053 0.9696
H: -2.7613 -6.7715 1.6099
N: -2.2467 0.2329 -3.9761
O: -2.4092 0.9911 -4.9032
O: -2.1814 0.6157 -2.8235
O: -2.2812 -1.0685 -4.2623
N: -3.1823 5.6478 3.6566
O: -3.4539 6.7936 3.3893
O: -3.6581 5.1130 4.8731
O: -2.6087 4.7755 2.9483
C: -7.7852 1.3242 0.8840
O: -7.4756 2.3904 0.0711
O: -7.1760 0.1711 0.4929
C: -7.1318 1.7413 2.2368
F: -5.9706 2.2827 2.0862
F: -7.9709 2.5711 2.9348
F: -6.8923 0.7254 3.0852
C: -8.3486 3.5773 -0.0277
C: -7.7365 4.6023 -0.9778
H: -7.6221 3.9764 -1.8538
H: -8.5459 5.3481 -1.2154
H: -6.8052 5.0180 -0.5852
H: -8.5117 3.9272 1.0196
H: -9.2829 3.1890 -0.4830
H: -8.8575 1.1075 1.0821
C: 2.0508 5.6936 -0.4357
O: 1.5127 5.6027 0.8938
O: 1.5144 6.6722 -1.1738
C: 3.5196 6.0825 -0.2605
F: 4.2212 5.8030 -1.3205
F: 3.6664 7.4136 0.0119
F: 4.0694 5.4269 0.7698
C: 1.2418 4.2408 1.2666
C: 0.9165 4.1525 2.7449
H: 1.5431 4.6711 3.4768
H: -0.1235 4.5408 2.9340
H: 0.7872 3.1532 3.0501
H: 2.1297 3.6436 1.1326
H: 0.4732 3.8952 0.5622
H: 2.0045 4.6985 -0.9255
C: -5.5776 -3.3562 0.9966
O: -5.5906 -3.5415 2.4226
O: -4.3634 -3.1812 0.4736
C: -5.9119 -4.7738 0.4609
F: -6.0421 -4.8357 -0.8717
F: -4.9918 -5.6382 0.8348
F: -7.0698 -5.3050 0.9510
C: -6.7819 -2.9827 3.1059
C: -6.5634 -3.2452 4.5725
H: -6.0727 -4.2078 4.6734
H: -5.8320 -2.5565 4.9011
H: -7.4821 -3.1133 5.1954
H: -7.5520 -3.6336 2.8100
H: -6.9094 -1.8993 2.9025
H: -6.2596 -2.6073 0.6381

Atom charges from the Löwdin analysis, given in e for atoms 1 to 2: -0.086 -0.227

What did we get for maximum force? Answer: 0.04710; 0.10775 Eh/bohr, in the order shown.
What did we get for relative energy (zero: lowest compared OMol25 entry of this formula, charge and spin)? Answer: 0.00; 0.37 kJ/mol, in the order shown.
What did we get for Kohn-Sham gap? Answer: 9.5; 8.2 eV, in the order shown.